1.
{
  "formula": "C5H4N2",
  "method": "ωB97M-V with the def2-TZVPD basis set",
  "elements": ["C", "C", "H", "C", "H", "H", "N", "H", "N", "C", "C"],
  "positions_angstrom": [[1.793, 0.122, -0.806], [-0.598, -0.875, -0.362], [-0.465, -1.904, -0.665], [2.280, -0.329, 0.217], [2.776, -0.748, 1.051], [-2.770, -0.603, 0.118], [-0.244, 1.222, 0.144], [0.160, 2.146, 0.238], [-1.562, 1.078, 0.331], [-1.764, -0.206, 0.033], [0.393, 0.097, -0.299]],
  "forces_ev_per_angstrom": [[-0.38, 0.25, -0.09], [0.56, 0.14, 0.04], [-0.09, 0.19, 0.00], [1.68, -0.44, 0.41], [0.16, -0.19, 0.46], [0.21, 0.01, -0.03], [0.90, 0.43, -0.28], [-0.03, -0.35, -0.08], [0.05, -1.15, -0.10], [-0.80, 0.43, 0.31], [-2.27, 0.69, -0.64]],
  "mulliken_charge": [-0.673, -0.192, 0.366, -0.113, 0.389, 0.434, 0.307, 0.246, -0.820, -0.361, 0.416],
  "e_homo_ev": -8.6,
  "largest_force_ev_per_a": 2.46,
  "e_above_lowest_kcal_mol": 93.7,
  "energy_ha": -302.278947,
  "orbital_gap_ev": 8.699
}

2.
{
  "formula": "C5H37NO15",
  "method": "ωB97M-V with the def2-TZVPD basis set",
  "elements": ["H", "H", "H", "H", "H", "O", "O", "H", "O", "H", "O", "H", "H", "O", "H", "H", "O", "H", "H", "O", "H", "H", "H", "O", "H", "H", "H", "H", "H", "O", "H", "O", "O", "O", "H", "H", "O", "C", "C", "H", "H", "H", "N", "C", "H", "C", "O", "H", "O", "H", "C", "H", "H", "H", "H", "H", "H", "H"],
  "positions_angstrom": [[-3.850, 1.154, 3.657], [-3.056, 1.198, 0.394], [2.452, -2.517, -0.396], [-1.658, 1.689, 0.843], [-2.068, -2.307, -1.339], [-0.874, -3.953, 0.730], [4.323, 0.153, -0.232], [1.261, 2.017, -3.401], [-2.597, 1.960, 0.876], [-1.571, -3.320, 0.430], [3.246, -2.267, 0.117], [-0.999, -2.184, -3.458], [1.150, 2.376, -0.785], [-2.987, 3.680, -1.122], [-2.795, 4.543, -0.752], [-0.673, -3.681, 1.649], [-3.556, 0.154, -0.746], [-3.386, -2.948, -0.870], [-3.295, -0.719, -0.601], [1.153, 2.412, 2.071], [-0.909, 0.016, -0.436], [-3.093, 0.457, -1.555], [0.380, -3.560, -0.443], [-2.956, 0.960, 3.352], [-1.351, -0.446, 1.841], [1.200, -0.745, -0.900], [2.677, 1.577, 2.184], [3.058, -1.871, 3.316], [0.318, -0.052, 2.330], [3.424, 0.965, 2.279], [0.086, -1.575, 1.364], [-1.537, 0.714, -2.417], [-2.649, -2.381, -0.552], [-0.915, 2.871, -2.412], [5.289, -0.043, -0.244], [0.946, 0.336, -3.148], [2.534, -1.517, 2.611], [-0.675, 1.589, -2.498], [-0.313, -0.478, 1.492], [-2.943, 3.100, -0.316], [2.998, -2.117, 1.095], [1.892, 0.197, 0.471], [-0.204, 0.355, 0.270], [1.442, 1.404, -1.262], [0.582, 1.882, 1.507], [0.804, 1.306, -2.667], [-0.915, -1.880, -2.556], [-1.860, 3.124, -2.053], [0.971, -3.114, -1.060], [0.707, 2.444, 2.940], [1.129, 0.216, -0.344], [2.522, 1.433, -1.388], [0.369, -2.571, -1.634], [3.943, -0.779, -0.184], [2.859, -0.588, 2.595], [3.850, 0.823, 1.414], [-2.815, 1.352, 2.482], [-1.068, -0.846, -2.538]],
  "forces_ev_per_angstrom": [[0.26, 0.09, -0.35], [0.26, 0.52, 0.18], [-0.07, -0.14, 0.39], [-0.01, 0.15, -0.27], [0.19, 0.00, -0.14], [-0.34, 0.42, 0.86], [1.19, -0.86, 0.04], [-0.52, -0.18, 0.89], [-0.06, -0.52, -0.23], [0.36, -0.48, 0.25], [0.30, 0.39, 1.28], [-0.03, 0.00, -0.34], [0.17, -0.83, -0.34], [-0.14, -0.26, 0.23], [0.05, 0.41, -0.17], [-0.10, -0.31, -0.73], [-0.96, 2.91, -0.75], [0.57, 0.45, 0.46], [0.71, -2.68, 0.45], [-0.26, 0.48, 0.87], [0.88, 0.52, 1.24], [-0.23, -0.16, 0.45], [-0.22, -0.26, 0.49], [0.09, -0.53, 0.90], [0.18, -0.34, -0.05], [0.16, 0.62, 0.41], [0.00, 0.16, -0.19], [0.36, -0.72, 0.71], [-0.61, -0.39, -1.07], [0.42, -0.32, 0.39], [-0.88, 1.97, 0.05], [0.02, -0.10, -0.16], [-0.92, -0.69, -0.48], [-0.86, -0.34, 0.24], [-0.99, 0.46, -0.05], [-0.04, -0.23, 0.43], [-0.24, 0.13, -0.08], [0.80, 1.00, -0.63], [0.98, -1.14, 0.56], [0.05, -0.08, -0.21], [0.03, -0.34, -1.70], [-0.70, -0.08, -0.64], [-0.60, -0.93, -0.17], [0.32, 0.28, -0.08], [-0.36, -0.20, -0.32], [-0.14, 0.39, -0.50], [-0.42, 2.01, 0.33], [0.79, -0.19, -0.11], [-0.17, 0.74, -1.20], [0.28, -0.01, -0.64], [0.33, 0.23, 0.01], [0.09, 0.00, -0.03], [0.73, -0.75, 0.56], [-0.12, 0.35, -0.06], [-0.11, 0.48, -0.32], [-0.11, 0.16, -0.15], [-0.50, 0.41, -0.16], [0.16, -1.69, -0.38]],
  "mulliken_charge": [0.284, 0.526, 0.306, 0.424, 0.422, -0.744, -0.699, 0.398, -1.138, 0.481, -0.842, 0.225, 0.308, -0.705, 0.327, 0.336, -0.795, 0.310, 0.479, -0.772, -0.224, 0.397, 0.448, -0.668, 0.464, 0.109, 0.427, 0.279, 0.303, -0.867, -0.075, -0.788, -0.879, -0.502, 0.295, 0.385, -0.649, 0.487, -0.843, 0.505, 0.456, -0.690, 0.802, -0.857, 0.310, -0.727, -0.733, 0.521, -0.792, 0.347, 0.780, 0.385, 0.310, 0.478, 0.409, 0.398, 0.495, 0.374],
  "e_homo_ev": -9.7,
  "largest_force_ev_per_a": 3.15,
  "e_above_lowest_kcal_mol": 21.6,
  "energy_ha": -1396.157258,
  "orbital_gap_ev": 9.786
}

3.
{
  "formula": "C31H26ClF3N6O3SSr",
  "method": "ωB97M-V with the def2-TZVPD basis set",
  "elements": ["H", "C", "C", "F", "H", "H", "H", "H", "O", "C", "C", "O", "C", "C", "N", "H", "C", "C", "H", "H", "Cl", "C", "H", "H", "H", "C", "H", "C", "C", "C", "Sr", "H", "C", "C", "N", "H", "C", "H", "F", "C", "H", "H", "H", "S", "O", "C", "C", "C", "H", "C", "C", "C", "N", "H", "N", "H", "N", "C", "C", "C", "H", "H", "C", "C", "C", "H", "C", "H", "F", "C", "N", "H"],
  "positions_angstrom": [[-2.224, 5.238, 4.115], [2.679, 5.553, -1.464], [-1.630, -2.599, -0.046], [-2.134, -6.209, 0.400], [2.243, -1.124, -0.234], [4.220, 3.057, -1.563], [4.187, 0.722, -0.354], [-3.104, 8.145, -0.895], [-2.020, 2.221, -0.864], [-3.095, 6.602, 0.588], [-3.249, 5.241, 0.889], [-2.525, 1.536, 1.185], [-4.317, -2.796, 0.631], [1.282, 3.763, -0.557], [2.319, -0.190, 0.146], [3.603, -0.806, 1.741], [-3.546, -3.948, 0.523], [-2.738, 2.243, 0.162], [-4.478, 7.036, -0.997], [3.152, 0.264, -1.695], [-1.769, 8.047, 4.079], [-1.749, -1.037, 3.504], [-2.364, -0.210, 3.175], [-2.521, 8.503, 1.381], [3.604, 5.896, -1.903], [-2.211, -3.861, 0.193], [-4.198, -0.649, 0.538], [2.567, 2.056, -0.714], [-2.644, 7.447, 1.587], [-0.126, -3.230, 4.337], [-0.692, 0.488, 0.134], [2.888, 0.803, 1.877], [-1.471, -3.168, 4.640], [2.691, -0.221, 1.551], [0.376, -0.219, 2.419], [-2.903, 6.508, -1.550], [0.425, 5.971, -0.659], [2.439, -2.538, 3.080], [-0.884, -5.328, -1.122], [-1.389, -5.120, 0.107], [0.483, -4.069, 4.641], [-5.364, -2.833, 0.887], [-4.544, 3.008, 1.081], [0.031, -2.344, -0.511], [-3.725, 4.475, -0.137], [1.629, 6.417, -1.226], [1.562, -0.764, 2.371], [-2.339, 6.953, 2.847], [-0.373, 6.676, -0.479], [-0.391, -1.090, 3.190], [-2.937, 4.744, 2.149], [-3.408, 7.104, -0.789], [1.370, 2.387, -0.312], [-3.987, -4.920, 0.700], [-2.389, -1.493, 0.101], [-0.698, 4.309, 0.106], [1.650, -1.915, 3.084], [0.235, 4.647, -0.319], [0.389, -2.169, 3.601], [-2.271, -2.088, 4.229], [-3.323, -2.088, 4.482], [1.736, 7.461, -1.485], [2.473, 4.224, -1.114], [-2.476, 5.613, 3.133], [-3.675, -1.592, 0.422], [-3.029, 3.692, 2.370], [3.135, 0.668, -0.679], [-1.923, -3.976, 5.200], [-0.361, -5.124, 0.981], [-3.993, 3.115, 0.144], [3.286, 3.104, -1.195], [-4.613, 2.769, -0.684]],
  "forces_ev_per_angstrom": [[0.00, -0.01, 0.02], [-0.08, 0.00, 0.01], [0.39, 0.19, -0.04], [0.03, -0.02, 0.01], [-0.03, 0.00, 0.04], [0.00, 0.02, 0.01], [-0.05, -0.03, 0.01], [-0.01, 0.01, 0.00], [-0.16, 0.48, -0.29], [0.06, -0.10, 0.07], [-0.08, -0.09, -0.09], [-0.60, 0.34, 0.48], [0.14, 0.02, -0.02], [-0.18, -0.10, 0.12], [-0.06, 0.01, 0.00], [-0.02, 0.03, 0.00], [-0.16, -0.06, 0.04], [-0.47, 0.07, 0.04], [0.00, -0.02, 0.00], [-0.05, 0.04, 0.00], [0.00, -0.01, -0.03], [0.03, -0.01, 0.02], [0.01, 0.04, -0.03], [0.00, 0.00, 0.01], [0.05, 0.01, -0.01], [0.13, -0.18, 0.02], [-0.04, 0.02, -0.01], [0.05, -0.22, 0.10], [0.06, 0.04, -0.02], [-0.04, 0.06, -0.01], [1.64, -0.66, -0.29], [-0.03, 0.00, -0.03], [-0.02, 0.02, -0.01], [0.06, 0.01, 0.14], [0.04, -0.13, 0.27], [0.01, -0.01, 0.02], [0.06, -0.01, 0.00], [-0.03, -0.02, 0.03], [-0.02, 0.00, 0.20], [0.05, 0.08, -0.05], [0.02, -0.03, 0.00], [-0.04, -0.01, 0.01], [0.02, -0.01, -0.04], [-0.36, -0.22, -0.02], [0.06, 0.12, 0.10], [-0.04, -0.01, 0.00], [0.06, 0.06, -0.16], [0.01, 0.03, 0.03], [-0.03, 0.06, 0.00], [-0.11, 0.09, -0.13], [0.04, 0.14, -0.10], [-0.06, 0.04, -0.08], [0.02, 0.16, -0.17], [0.00, 0.03, -0.01], [-0.10, -0.05, -0.09], [-0.05, -0.04, 0.02], [-0.12, 0.04, -0.04], [-0.01, 0.04, -0.01], [0.13, -0.16, 0.03], [0.01, -0.05, 0.03], [-0.01, -0.01, 0.01], [0.00, 0.05, 0.01], [0.20, 0.04, -0.06], [-0.01, -0.05, 0.01], [-0.07, -0.03, 0.10], [0.03, -0.04, 0.03], [0.08, -0.03, -0.05], [-0.02, -0.01, 0.01], [-0.12, -0.03, -0.15], [-0.17, -0.01, -0.08], [-0.10, 0.07, -0.01], [0.00, 0.00, 0.04]],
  "mulliken_charge": [0.446, -1.140, 0.242, -0.322, 0.218, 0.203, 0.365, 0.400, -0.941, 0.848, 0.590, -0.684, -1.051, -0.373, 0.101, 0.346, -0.120, 1.422, 0.360, 0.435, -0.248, -0.495, 0.494, 0.382, 0.383, 0.004, 0.443, 0.275, -0.573, -1.059, 1.547, 0.351, -0.482, -0.562, -0.581, 0.315, -0.424, 0.248, -0.243, 0.621, 0.411, 0.420, 0.427, -0.582, -0.480, -0.613, 0.103, 0.189, 0.366, 0.516, -0.477, -1.471, 0.050, 0.508, -0.267, 0.182, -0.025, 0.484, 0.427, -0.667, 0.438, 0.401, 0.546, -1.044, -0.345, 0.452, -1.203, 0.393, -0.188, -1.104, -0.078, 0.488],
  "e_homo_ev": -7.4,
  "largest_force_ev_per_a": 1.79,
  "energy_ha": -2940.131281,
  "orbital_gap_ev": 7.620
}